Entry 1:
Below is C28H67ClINO5Si2 as an isolated structure at a distorted geometry, with properties calculated with wB97M-V/def2-TZVPD.

Atoms and positions in Å:
C 4.253 -0.435 -0.645
C 3.488 0.078 0.605
Si 2.241 1.446 0.211
C 2.339 2.054 -1.579
C 3.700 2.733 -1.847
C 4.154 2.709 -3.297
Cl 4.136 1.091 -4.039
C 2.741 2.916 1.300
C 1.617 3.937 1.571
C 1.933 5.288 0.881
I 0.231 6.112 -0.115
O 0.653 1.093 0.632
Si 0.041 -0.459 0.386
C 0.844 -1.403 -1.026
C 0.032 -2.579 -1.630
C -1.344 -2.281 -2.229
C -1.491 -1.053 -3.120
C -2.981 -0.619 -3.138
C -3.261 0.872 -3.431
C -4.234 1.416 -2.380
C -4.453 2.927 -2.495
C -5.113 3.602 -1.269
C -5.918 2.689 -0.324
C -5.088 2.152 0.852
O -5.885 2.048 2.035
C -6.652 0.858 2.104
C 0.193 -1.373 2.040
N -0.132 -2.805 1.987
C -1.558 -3.087 1.981
H 3.643 -0.431 -1.543
H 4.527 -1.477 -0.468
H 5.157 0.142 -0.811
H 3.073 -0.749 1.176
H 4.247 0.528 1.246
H 1.542 2.790 -1.700
H 2.183 1.256 -2.301
H 3.598 3.784 -1.571
H 4.475 2.338 -1.189
H 5.186 3.048 -3.344
H 3.567 3.417 -3.877
H 3.052 2.454 2.240
H 3.624 3.423 0.910
H 0.637 3.585 1.264
H 1.595 4.132 2.641
H 2.291 6.016 1.601
H 2.718 5.163 0.143
H -1.402 -0.325 0.067
H 1.127 -0.761 -1.858
H 1.731 -1.890 -0.623
H -0.131 -3.337 -0.861
H 0.692 -3.030 -2.372
H -2.077 -2.272 -1.423
H -1.576 -3.156 -2.841
H -0.905 -0.197 -2.778
H -1.196 -1.258 -4.149
H -3.523 -1.271 -3.823
H -3.349 -0.815 -2.133
H -2.344 1.458 -3.457
H -3.784 0.948 -4.385
H -3.882 1.136 -1.388
H -5.193 0.911 -2.514
H -5.020 3.108 -3.408
H -3.470 3.380 -2.645
H -5.796 4.363 -1.650
H -4.359 4.126 -0.685
H -6.422 1.885 -0.856
H -6.690 3.302 0.141
H -4.293 2.851 1.103
H -4.668 1.169 0.631
H -6.623 0.299 1.168
H -7.698 1.111 2.291
H -6.312 0.230 2.929
H -0.540 -0.890 2.691
H 1.161 -1.186 2.507
H 0.329 -3.249 1.204
H -2.064 -2.629 2.829
H -1.686 -4.167 2.044
H -2.072 -2.729 1.078
C -0.405 -7.019 3.127
C -0.054 -7.543 1.747
O -0.288 -6.555 0.746
H -1.451 -6.712 3.161
H -0.235 -7.776 3.894
H 0.201 -6.142 3.367
H -0.671 -8.403 1.492
H 0.996 -7.853 1.710
H 0.267 -5.798 0.961
C -0.604 4.065 5.495
C -0.156 2.639 5.754
O 1.151 2.395 5.236
H -0.596 4.275 4.424
H -1.610 4.241 5.878
H 0.076 4.776 5.972
H -0.822 1.933 5.261
H -0.164 2.423 6.828
H 1.757 3.002 5.674
C 6.965 -3.650 -2.552
C 5.693 -3.880 -3.346
O 4.553 -3.343 -2.681
H 6.881 -4.100 -1.562
H 7.830 -4.080 -3.060
H 7.144 -2.581 -2.412
H 5.506 -4.946 -3.470
H 5.778 -3.431 -4.342
H 4.697 -2.396 -2.574

Computed properties:
* calculated total energy: -78230.2899 eV
* E_HOMO: -0.3034 Ha
* lowest unoccupied orbital energy: 0.4990 eV
* frontier orbital gap: 8.755 eV



Entry 2:
Below is C54H55F3Ge2IrN2O5S5 as an isolated structure at a distorted geometry, with properties calculated with wB97M-V/def2-TZVPD.

Atoms and positions in Å:
Ir -2.204 1.010 -2.118
C 0.108 -6.021 -2.708
C 0.966 -4.794 -2.655
C 0.980 -3.889 -3.707
C 1.806 -2.776 -3.689
C 1.835 -1.832 -4.853
C 2.628 -2.557 -2.579
C 2.622 -3.451 -1.506
C 3.502 -3.252 -0.306
C 1.783 -4.555 -1.560
C 3.551 -1.400 -2.587
C 4.714 -1.449 -3.348
C 5.581 -0.372 -3.377
C 5.319 0.749 -2.608
C 4.163 0.819 -1.836
C 3.278 -0.252 -1.848
Ge 1.436 -0.058 -1.047
S 0.002 0.213 -2.734
S 0.419 -1.737 0.156
Ge -0.501 0.039 1.275
S -2.277 0.971 0.292
S 1.187 1.462 0.665
C -1.063 -0.179 3.199
C -2.378 -0.569 3.465
C -2.847 -0.496 4.772
C -2.031 -0.055 5.797
C -0.719 0.280 5.528
C -0.221 0.220 4.228
C 1.216 0.540 4.066
C 2.157 -0.490 4.067
C 1.736 -1.921 3.911
C 3.501 -0.170 4.201
C 3.925 1.141 4.350
C 5.364 1.460 4.626
C 2.980 2.156 4.265
C 1.634 1.874 4.114
C 0.625 2.971 3.970
C -3.274 -1.111 2.421
C -4.428 -0.411 2.035
C -4.779 0.941 2.578
C -5.282 -0.986 1.103
C -5.024 -2.224 0.547
C -5.959 -2.845 -0.443
C -3.880 -2.907 0.947
C -3.010 -2.382 1.887
C -1.843 -3.203 2.350
C 3.931 2.022 -1.006
C 4.277 1.998 0.346
C 4.773 0.739 0.991
C 4.117 3.153 1.099
C 3.621 4.319 0.537
C 3.453 5.567 1.348
C 3.277 4.319 -0.810
C 3.423 3.186 -1.591
C 3.026 3.188 -3.036
H -0.487 -6.038 -3.617
H -0.561 -6.059 -1.849
H 0.733 -6.914 -2.684
H 0.339 -4.050 -4.560
H 0.942 -1.947 -5.461
H 2.706 -2.022 -5.481
H 1.891 -0.800 -4.514
H 4.288 -2.528 -0.502
H 3.954 -4.195 -0.008
H 2.901 -2.891 0.528
H 1.773 -5.239 -0.723
H 4.927 -2.344 -3.916
H 6.468 -0.408 -3.991
H 6.006 1.583 -2.597
H -3.864 -0.798 4.979
H -2.409 0.009 6.806
H -0.060 0.599 6.322
H 0.794 -2.121 4.414
H 2.494 -2.591 4.305
H 1.602 -2.144 2.851
H 4.227 -0.970 4.214
H 5.998 0.592 4.467
H 5.475 1.778 5.663
H 5.718 2.272 3.994
H 3.292 3.187 4.340
H 1.110 3.943 3.963
H -0.110 2.950 4.773
H 0.088 2.843 3.028
H -3.944 1.402 3.100
H -5.626 0.872 3.265
H -5.078 1.584 1.749
H -6.166 -0.441 0.810
H -6.889 -2.286 -0.509
H -6.187 -3.871 -0.159
H -5.495 -2.859 -1.429
H -3.669 -3.877 0.523
H -1.996 -4.251 2.109
H -1.698 -3.103 3.423
H -0.925 -2.894 1.850
H 5.344 0.127 0.298
H 3.920 0.154 1.342
H 5.395 0.972 1.849
H 4.369 3.128 2.147
H 3.687 5.393 2.395
H 2.427 5.922 1.273
H 4.107 6.351 0.968
H 2.878 5.219 -1.255
H 2.616 4.153 -3.324
H 2.272 2.422 -3.223
H 3.880 2.966 -3.677
F -3.023 2.587 -6.247
C -2.028 2.669 -5.360
F -1.076 3.445 -5.883
F -1.514 1.441 -5.220
S -2.694 3.254 -3.705
O -3.139 4.585 -3.921
O -3.713 2.247 -3.470
O -1.557 3.098 -2.795
C -7.719 1.685 -2.135
N -6.582 0.803 -2.278
C -6.556 -0.179 -3.198
C -5.455 -0.931 -3.440
C -4.261 -0.556 -2.741
O -3.099 -0.961 -3.001
N -4.361 0.332 -1.747
C -5.448 1.078 -1.483
O -5.514 1.915 -0.609
H -8.607 1.222 -2.563
H -7.520 2.635 -2.638
H -7.882 1.894 -1.077
H -7.467 -0.330 -3.761
H -5.434 -1.704 -4.188

Computed properties:
* calculated total energy: -248312.7213 eV
* E_HOMO (spin up / spin down): -0.2948 / -0.2927 Ha
* relative energy (zero: lowest compared OMol25 entry of this formula, charge and spin): 23.66 kcal per mole
* multiplicity: 2
* ⟨S²⟩: 0.928
* lowest unoccupied orbital energy (spin up / spin down): -2.3325 / -2.8919 eV
* frontier orbital gap (spin up / spin down): 5.689 / 5.072 eV



Entry 3:
Below is C23H17IrN3O4 as an isolated structure at a distorted geometry, with properties calculated with wB97M-V/def2-TZVPD.

Atoms and positions in Å:
Ir 0.962 0.500 0.402
C 1.210 3.798 0.847
O 0.455 2.660 0.423
C -0.712 2.878 -0.297
C -1.259 4.129 -0.500
C -2.446 4.259 -1.206
C -3.075 3.139 -1.731
C -2.521 1.890 -1.552
C -1.329 1.732 -0.837
N -0.696 0.504 -0.671
N -1.312 -0.551 -1.086
C -0.889 -1.791 -1.029
C 0.374 -2.200 -0.417
O 1.317 -1.356 -0.191
C 0.557 -3.559 -0.100
C -0.319 -4.518 -0.509
C -1.445 -4.190 -1.315
C -2.252 -5.190 -1.878
C -3.283 -4.868 -2.730
C -3.543 -3.529 -3.024
C -2.781 -2.528 -2.459
C -1.726 -2.832 -1.590
H 0.602 4.442 1.481
H 1.584 4.353 -0.014
H 2.046 3.425 1.432
H -0.780 5.016 -0.115
H -2.877 5.241 -1.333
H -3.995 3.249 -2.285
H -2.990 1.007 -1.959
H 1.446 -3.819 0.458
H -0.135 -5.556 -0.265
H -2.033 -6.225 -1.650
H -3.886 -5.649 -3.171
H -4.350 -3.274 -3.696
H -2.976 -1.493 -2.696
O 0.874 0.146 4.552
C 1.064 0.285 3.369
O 0.188 0.189 2.421
C 2.479 0.624 2.895
C 3.513 0.810 3.793
C 4.761 1.156 3.300
C 4.937 1.266 1.925
C 3.858 1.037 1.092
N 2.647 0.739 1.581
H 3.307 0.692 4.847
H 5.587 1.340 3.972
H 5.893 1.530 1.498
H 3.951 1.091 0.015

Computed properties:
* calculated total energy: -39618.9360 eV
* charge: +1
* E_HOMO (spin up / spin down): -0.4018 / -0.4018 Ha
* relative energy (zero: lowest compared OMol25 entry of this formula, charge and spin): 21.94 kcal per mole
* lowest unoccupied orbital energy (spin up / spin down): -4.9282 / -4.9293 eV
* frontier orbital gap (spin up / spin down): 6.006 / 6.005 eV